The following is a quantum chemistry calculation of a molecular structure, C29H30BrF3N2O3P2Ru, from the OMol25 dataset.

The calculation puts the orbital gap (spin up / spin down) at 7.96 / 6.52 eV. The molar mass comes out at 754.486 g/mol. The value obtained for the energy relative to the best compared isomer or geometry (same formula, charge and spin) is 0.0 kJ/mol. As for the highest occupied orbital energy (spin up / spin down): -9.8 / -11.4 eV. Its spin multiplicity is 6. Its total charge is +1.

Cartesian coordinates (Å):
1 Ru 0.312 -0.375 0.271
2 C 0.757 1.613 3.453
3 P -0.452 0.981 2.237
4 C -1.704 0.236 3.354
5 C -1.266 2.508 1.638
6 C -1.762 3.422 2.568
7 C -2.394 4.582 2.157
8 C -2.532 4.852 0.804
9 C -2.030 3.961 -0.129
10 C -1.398 2.786 0.274
11 P -0.778 1.631 -1.005
12 C -2.306 1.348 -1.989
13 C 0.168 2.702 -2.149
14 H 0.237 2.046 4.307
15 H 1.379 2.364 2.973
16 H 1.382 0.791 3.802
17 H -2.164 0.989 3.994
18 H -1.199 -0.506 3.974
19 H -2.482 -0.268 2.781
20 H -1.648 3.237 3.630
21 H -2.777 5.280 2.890
22 H -3.030 5.756 0.477
23 H -2.131 4.193 -1.182
24 H -2.668 2.279 -2.423
25 H -3.086 0.920 -1.360
26 H -2.078 0.650 -2.795
27 H -0.504 3.375 -2.680
28 H 0.692 2.072 -2.870
29 H 0.901 3.276 -1.587
30 O 4.234 -4.403 3.635
31 C 3.500 -3.415 3.122
32 C 3.976 -2.124 2.897
33 C 3.134 -1.192 2.330
34 N 1.870 -1.459 1.992
35 C 1.437 -2.686 2.235
36 Br -0.374 -2.981 1.713
37 C 2.173 -3.703 2.788
38 H 5.132 -4.116 3.835
39 H 4.990 -1.849 3.160
40 H 3.485 -0.187 2.132
41 H 1.764 -4.687 2.965
42 F 4.194 3.048 0.749
43 C 4.024 2.014 -0.078
44 F 5.006 1.131 0.156
45 F 4.154 2.459 -1.336
46 C 2.630 1.353 0.111
47 O 1.756 2.033 0.666
48 O 2.538 0.178 -0.313
49 C 2.071 -1.531 -4.625
50 C 2.482 -1.823 -3.329
51 C 1.559 -1.867 -2.307
52 C 0.195 -1.618 -2.552
53 C -0.210 -1.351 -3.873
54 C 0.725 -1.302 -4.888
55 N -0.657 -1.571 -1.470
56 C -1.953 -1.967 -1.488
57 C -2.789 -1.565 -0.416
58 C -4.093 -1.991 -0.340
59 C -4.611 -2.831 -1.325
60 C -3.810 -3.231 -2.391
61 C -2.500 -2.815 -2.479
62 H 2.795 -1.480 -5.427
63 H 3.526 -2.006 -3.114
64 H 1.859 -2.134 -1.301
65 H -1.249 -1.137 -4.090
66 H 0.401 -1.078 -5.896
67 H -2.377 -0.894 0.332
68 H -4.720 -1.679 0.486
69 H -5.630 -3.187 -1.251
70 H -4.217 -3.885 -3.151
71 H -1.861 -3.172 -3.276